No. 1
DFT (ωB97M-V/def2-TZVPD) results for a molecular structure, C26H25N4O4SV in a non-equilibrium geometry.

Properties
Net charge: -2
Multiplicity: 3
Largest force on an atom: 3.1 eV/Å
Molecular weight: 540.52 g/mol
LUMO level (alpha / beta): 4.66 / 4.66 eV
ΔE to the lowest compared entry with this formula, charge and spin: 30.58 kcal per mole
HOMO (alpha / beta): 0.0171 / -0.0661 Eh
Frontier orbital gap (alpha / beta): 4.20 / 6.46 eV
Expectation value of S²: 2.03

Geometry as XYZ:
```
61
Properties=species:S:1:pos:R:3:mulliken_charge:R:1
V -0.33592 0.32431 -1.47653 0.16
N 2.58298 3.73585 -1.77488 -0.60
C 1.89468 2.49728 -1.70125 0.40
S 0.40502 2.30332 -2.58823 -0.58
N 2.44220 1.58331 -0.98998 -0.98
N 1.65964 0.42520 -0.93507 0.80
C 2.31111 -0.73702 -0.97019 0.14
C 3.78482 -0.87088 -0.88180 -0.45
C 4.48636 -0.35989 0.20989 -0.12
C 5.85629 -0.52549 0.31228 -0.64
C 6.55632 -1.20112 -0.67896 -0.33
C 5.87221 -1.69880 -1.77412 -0.72
C 4.49843 -1.53127 -1.87574 0.02
C 1.53413 -1.89396 -1.14391 0.70
C 1.98527 -3.20380 -0.81393 -1.12
C 1.14482 -4.25651 -1.00880 -0.34
C -0.15424 -4.02581 -1.53642 -1.05
C -0.52523 -2.72050 -1.80843 0.02
N 0.25918 -1.67884 -1.61358 0.03
H 1.93920 4.47344 -2.01532 0.26
H 3.08210 3.93615 -0.92065 0.25
H 3.93553 0.17973 0.96639 0.45
H 6.38488 -0.12102 1.16750 0.35
H 7.62993 -1.32803 -0.60132 0.36
H 6.41209 -2.21429 -2.55996 0.35
H 3.96249 -1.90970 -2.73602 0.45
H 2.97337 -3.35100 -0.39977 0.41
H 1.46435 -5.26127 -0.75295 0.39
H -0.85287 -4.83461 -1.70180 0.36
H -1.50473 -2.47167 -2.20295 0.41
C -1.72775 -2.26395 3.20756 -1.67
C -0.83566 -1.02102 3.11977 2.05
C -1.46103 0.11023 3.94282 -1.74
C 0.54730 -1.35714 3.68955 -1.71
C -0.70543 -0.60203 1.71922 -0.06
C -0.57771 -0.25599 0.54822 -0.27
H -1.83559 -2.59367 4.24896 0.39
H -1.29926 -3.07899 2.62463 0.37
H -2.71679 -2.04855 2.80482 0.36
H -1.56553 -0.18435 4.99529 0.39
H -2.44476 0.36467 3.55070 0.35
H -0.84213 1.00468 3.88811 0.37
H 0.47272 -1.67454 4.73785 0.40
H 1.19994 -0.48649 3.63385 0.36
H 1.00925 -2.15834 3.11286 0.33
O -1.10790 -0.07668 -2.84645 -0.62
O -4.21831 0.86815 -1.94852 -0.75
C -4.63374 1.99603 -1.37186 0.36
C -5.97866 2.35383 -1.51964 -0.66
C -6.46002 3.51293 -0.94230 -0.22
C -5.61206 4.33562 -0.21009 -0.62
C -4.28185 3.97703 -0.06772 -0.37
C -3.77240 2.82255 -0.63133 0.01
C -2.30466 2.47923 -0.44845 0.65
O -1.57552 3.23862 0.15208 -0.74
O -2.00166 1.37940 -1.04638 -0.29
H -3.24862 0.77479 -1.71548 0.46
H -6.62387 1.70148 -2.09406 0.37
H -7.50507 3.77869 -1.06419 0.34
H -5.98354 5.24686 0.24373 0.37
H -3.59410 4.59384 0.49293 0.45
```

No. 2
DFT (ωB97M-V/def2-TZVPD) results for C26H25N5O5 in the gas phase in a non-equilibrium geometry.

Properties
Multiplicity: 1
Largest force on an atom: 1.3 eV/Å
Molecular weight: 487.52 g/mol
LUMO level: -0.44 eV
ΔE to the lowest compared entry with this formula, charge and spin: 2.87 kcal per mole
HOMO: -0.2875 Eh
Frontier orbital gap: 7.38 eV
SMILES string: [H]/N=c1/c(C(=O)NCc2ccc3c(c2)OCO3)cc2c(=O)n3cccc(C)c3nc2n1C[C@@H]1CCCO1

Geometry as XYZ:
```
61
Properties=species:S:1:pos:R:3:mulliken_charge:R:1
H 1.52968 -1.79949 -0.86157 0.23
N 1.48805 -0.78995 -0.89028 -0.78
C 0.42644 -0.23031 -0.45392 0.94
C 0.29130 1.21650 -0.49491 0.28
C 1.36361 2.14375 -0.99004 0.24
O 1.21567 3.35375 -0.92055 -0.73
N 2.44748 1.55896 -1.52422 -0.18
C 3.59454 2.32101 -1.95953 -1.42
C 4.74025 2.19003 -0.98793 0.58
C 5.93536 1.59934 -1.36291 -0.78
C 6.99814 1.45595 -0.47225 -0.88
C 6.80689 1.91883 0.80523 0.95
C 5.60211 2.50878 1.19366 0.99
C 4.55737 2.65725 0.31844 -1.05
O 5.68293 2.87628 2.51226 -0.50
C 6.97735 2.51355 2.93734 -0.24
O 7.67137 1.90410 1.87051 -0.48
C -0.85448 1.81227 -0.07049 -1.06
C -1.93405 1.05965 0.44313 1.05
C -3.14369 1.68936 0.87903 -0.31
O -3.40396 2.87288 0.86366 -0.69
N -4.13495 0.76498 1.37105 0.02
C -5.32712 1.27800 1.78168 -0.44
C -6.31247 0.47548 2.25138 -0.70
C -6.09997 -0.91848 2.31171 -0.48
C -4.91015 -1.45477 1.91316 0.82
C -4.61276 -2.91518 1.93812 -1.20
C -3.88350 -0.58650 1.42841 0.17
N -2.75149 -1.11614 1.03829 -0.27
C -1.79911 -0.33085 0.52522 0.30
N -0.66890 -0.94138 0.07335 0.26
C -0.63001 -2.38973 0.16475 -1.95
C -1.24413 -3.12999 -1.04499 0.20
C -0.86392 -2.56797 -2.42729 -0.32
C -2.17451 -2.65487 -3.20805 -0.83
C -3.19028 -2.43527 -2.09078 -0.27
O -2.66536 -3.12541 -0.97605 -0.40
H 2.49569 0.54233 -1.45181 0.35
H 3.89785 1.97902 -2.95337 0.41
H 3.27072 3.36539 -2.01775 0.42
H 6.05572 1.24360 -2.37501 0.32
H 7.92883 1.00177 -0.76796 0.42
H 3.63091 3.11933 0.61589 0.53
H 7.52390 3.41285 3.26628 0.24
H 6.90487 1.80750 3.78053 0.24
H -0.94082 2.88801 -0.12037 0.62
H -5.40291 2.35216 1.69534 0.47
H -7.24938 0.90006 2.57067 0.42
H -6.88895 -1.56017 2.67365 0.45
H -5.51751 -3.49285 2.10355 0.40
H -3.90284 -3.13253 2.73493 0.29
H -4.14238 -3.20622 1.00071 0.12
H 0.40144 -2.71694 0.31054 0.81
H -1.21850 -2.67284 1.03925 0.43
H -0.93449 -4.18151 -0.95215 0.36
H -0.05774 -3.13513 -2.88738 0.50
H -0.55595 -1.52573 -2.35058 -0.07
H -2.24904 -1.91132 -3.99735 0.39
H -2.30233 -3.64963 -3.63601 0.28
H -4.17781 -2.84872 -2.30113 0.38
H -3.29301 -1.36286 -1.86507 0.14
```

No. 3
DFT (ωB97M-V/def2-TZVPD) results for a molecular structure, C26H25NPdSi in a non-equilibrium geometry.

Properties
Multiplicity: 5
Largest force on an atom: 7.3 eV/Å
Molecular weight: 486.00 g/mol
LUMO level (alpha / beta): 0.61 / -0.96 eV
ΔE to the lowest compared entry with this formula, charge and spin: 0.00 kcal per mole
HOMO (alpha / beta): -0.2142 / -0.2942 Eh
Frontier orbital gap (alpha / beta): 6.44 / 7.05 eV
Expectation value of S²: 6.03

Geometry as XYZ:
```
54
Properties=species:S:1:pos:R:3:mulliken_charge:R:1
C 0.90210 -1.27560 -1.80220 -0.56
C -0.49520 -1.20320 -2.05490 -0.43
C -1.17750 -1.90140 -1.01480 -0.45
C -0.19740 -2.39310 -0.10980 -0.41
C 1.08840 -2.00070 -0.59040 -0.71
Pd 0.00000 0.00000 0.00000 0.02
C -1.57290 1.65140 -0.91270 -0.62
C -0.42690 2.04470 -1.48190 0.49
C 0.52610 2.57010 -2.22460 -0.77
N 1.34080 1.01380 0.31200 -0.65
H -2.25870 -2.02290 -0.92160 0.42
H -0.96010 -0.70070 -2.90630 0.51
H -0.39020 -2.95170 0.80740 0.56
H 2.04520 -2.21010 -0.11000 0.52
H 1.69000 -0.82490 -2.40720 0.48
H -2.24370 0.94520 -1.41750 0.35
H 2.20970 1.56140 0.33530 0.07
H -1.91770 2.09180 0.02950 0.29
H 0.27280 3.36800 -2.93690 0.26
H 1.56520 2.23780 -2.15850 0.25
C -1.68460 4.11480 4.08450 -0.49
C -0.48710 3.78730 3.44990 -0.67
C -0.31200 2.51290 2.90660 -0.36
C -1.33770 1.55420 2.99050 0.42
C -2.53710 1.88590 3.63150 -0.41
C -2.70880 3.16580 4.17650 -0.56
Si -1.04060 -0.13560 2.27550 1.18
C 0.49100 -0.60150 3.29440 -0.38
C 1.71870 -0.91200 2.69030 0.15
C 2.83740 -1.25040 3.45570 -0.97
C 2.74770 -1.28030 4.84590 -0.51
C 1.53710 -0.96950 5.46920 -0.74
C 0.41450 -0.63120 4.70070 0.15
C -1.97330 -1.70330 2.72450 0.75
C -1.40240 -2.86360 3.29860 -0.05
C -2.20010 -3.97240 3.59390 -0.73
C -3.56740 -3.94510 3.31890 -0.55
C -4.14040 -2.80890 2.74620 -0.68
C -3.34880 -1.69680 2.45030 -0.61
H -1.81570 5.10270 4.50780 0.37
H 0.31130 4.51820 3.38110 0.39
H 0.62920 2.27910 2.42950 0.26
H -3.33280 1.15840 3.71480 0.32
H -3.63310 3.42290 4.67440 0.39
H 1.82650 -0.90410 1.63260 0.27
H 3.77450 -1.49040 2.96780 0.40
H 3.61620 -1.54330 5.43720 0.37
H 1.47080 -0.99160 6.54890 0.41
H -0.51360 -0.39260 5.20270 0.37
H -0.34930 -2.94330 3.52030 0.32
H -1.75510 -4.85500 4.03550 0.41
H -4.18270 -4.80470 3.54920 0.37
H -5.20010 -2.78790 2.53060 0.40
H -3.81450 -0.82540 2.00720 0.39
```

No. 4
DFT (ωB97M-V/def2-TZVPD) results for a molecular structure, C26H26AsCdN3O6 in a non-equilibrium geometry.

Properties
Net charge: -2
Multiplicity: 1
Largest force on an atom: 1.8 eV/Å
Molecular weight: 663.84 g/mol
LUMO level: 4.44 eV
HOMO: -0.0909 Eh
Frontier orbital gap: 6.91 eV

Geometry as XYZ:
```
63
Properties=species:S:1:pos:R:3:mulliken_charge:R:1
Cd 0.25887 0.04485 0.26768 3.28
O -1.08727 1.67125 -0.57376 -0.75
C -1.12025 2.92201 -0.72018 -0.07
C -2.32451 3.55189 -1.18413 -0.48
C -2.45379 4.90431 -1.29534 -0.48
C -1.38628 5.75016 -0.97596 -0.62
C -0.19418 5.19322 -0.58451 -0.72
C -0.01219 3.80962 -0.45815 0.78
C 1.28856 3.32503 -0.12012 -0.42
N 1.63162 2.10738 0.03902 0.03
C 3.01409 1.79282 0.25001 -1.01
C 3.31137 0.42612 -0.38208 -0.92
N 2.47862 -0.51379 0.29748 -0.02
C 2.84239 -1.72659 0.47775 -0.65
C 2.15960 -2.62220 1.35008 0.99
C 2.54985 -3.96723 1.38705 -0.64
C 2.00320 -4.85809 2.27489 -0.62
C 1.02285 -4.40360 3.16446 -0.52
C 0.62065 -3.10055 3.16189 -0.48
C 1.14491 -2.12843 2.25408 0.57
O 0.78385 -0.91749 2.32622 -0.94
H -3.14633 2.89795 -1.44628 0.41
H -3.38632 5.33259 -1.64463 0.37
H -1.50234 6.82257 -1.05552 0.36
H 0.64472 5.84501 -0.35955 0.29
H 2.06089 4.11685 -0.03126 0.10
H 3.20349 1.69980 1.32674 0.26
H 3.69162 2.57065 -0.15107 0.48
H 4.38396 0.18297 -0.28394 0.44
H 3.05750 0.45790 -1.44828 0.17
H 3.77191 -2.10145 0.00714 0.21
H 3.30611 -4.29397 0.68141 0.31
H 2.31033 -5.89585 2.28964 0.34
H 0.57925 -5.10005 3.86987 0.35
H -0.15039 -2.76719 3.84350 0.25
O -0.11254 -3.76931 -5.84970 -0.72
C 0.32488 -2.61593 -5.77799 0.47
O 0.76617 -1.89501 -6.68714 -0.75
C 0.33121 -1.96129 -4.35336 0.13
C 0.84555 -0.67672 -4.20228 -1.09
C 0.84989 -0.08799 -2.95376 -0.59
N 0.37197 -0.68991 -1.86898 0.12
C -0.14297 -1.91314 -1.99684 0.66
C -0.17065 -2.58229 -3.21611 -0.78
C -0.78966 -2.51243 -0.73491 -0.31
O -1.05650 -3.71116 -0.73069 -0.80
O -1.04879 -1.68805 0.18829 -0.83
H 1.22630 -0.17345 -5.08173 0.46
H 1.23773 0.91716 -2.80364 0.49
H -0.59147 -3.57503 -3.27009 0.60
C -2.65757 1.99352 3.25957 -1.21
As -1.87898 0.50276 2.11136 0.75
C -2.42200 -0.95041 3.33509 -1.31
C -3.43033 0.33306 0.93428 -0.97
H -3.68188 1.79463 3.57497 0.35
H -2.64064 2.91992 2.68330 0.33
H -2.03489 2.13673 4.14623 0.37
H -3.48004 -0.88824 3.60862 0.47
H -1.81806 -0.94269 4.24139 0.35
H -2.23837 -1.88389 2.80768 0.29
H -4.35304 0.11536 1.47798 0.46
H -3.20812 -0.47315 0.24143 0.21
H -3.55355 1.24846 0.36286 0.21
```

Which formula does entry 3 have? C26H25NPdSi